Below is 10 unconnected molecules or ions with the total composition C56H136O36P8S2 at a distorted geometry, with properties calculated with wB97M-V/def2-TZVPD.

```
238
C56H136O36P8S2 (wB97M-V/def2-TZVPD)
C -5.0518 1.4936 -4.9618
C -4.6792 0.4733 -3.8828
C -5.4734 0.9703 -2.6777
S -7.0899 1.4590 -3.2388
O -7.3692 2.7721 -2.6871
O -8.0824 0.3806 -3.1353
C -6.5543 1.6751 -4.9921
H -4.7982 1.1526 -5.9671
H -4.6704 2.4838 -4.7160
H -3.6244 0.5534 -3.6209
H -4.8158 -0.5877 -4.0853
H -5.0843 1.8482 -2.1656
H -5.5673 0.1538 -1.9597
H -6.9396 2.6887 -5.1015
H -7.2150 0.9871 -5.5177
C 1.1306 -2.9366 -5.0799
C 2.6031 -3.4095 -5.1638
C 3.0088 -3.8544 -6.5901
S 1.4527 -4.3244 -7.4218
O 1.4213 -5.7826 -7.4821
O 1.2238 -3.4535 -8.5571
C 0.3416 -3.8458 -6.0387
H 0.9574 -1.8652 -5.1716
H 0.6980 -3.0798 -4.0863
H 2.9028 -4.2674 -4.5613
H 3.2183 -2.5488 -4.9014
H 3.7788 -4.6154 -6.6542
H 3.3742 -2.9503 -7.0788
H 0.0705 -4.8600 -5.7378
H -0.6094 -3.4660 -6.4128
C 0.5546 -5.7544 1.5843
C -0.9667 -5.9327 1.6446
O -1.3389 -6.1841 0.2860
P -2.8199 -5.7868 -0.1555
O -3.2329 -4.4330 0.1610
O -2.7769 -6.0919 -1.7351
C -3.5828 -5.2555 -2.5561
C -3.8911 -6.0089 -3.8680
O -3.6662 -7.0255 0.4392
C -5.0794 -7.0636 0.4144
C -5.6388 -7.7286 1.6779
H 0.9368 -5.4146 0.6210
H 0.9137 -5.0315 2.3204
H 1.0860 -6.7021 1.6834
H -1.1643 -6.8518 2.2142
H -1.5935 -5.2136 2.1770
H -4.5743 -5.1776 -2.1040
H -3.1222 -4.2878 -2.7529
H -3.4282 -5.6199 -4.7707
H -3.8906 -7.0765 -3.6588
H -4.9595 -5.8271 -4.0368
H -5.4031 -6.0212 0.5165
H -5.5824 -7.5362 -0.4298
H -5.4096 -8.7932 1.6334
H -5.2298 -7.2846 2.5865
H -6.7099 -7.5469 1.7665
C 5.5510 -3.2313 3.2921
C 5.2351 -4.6628 2.8014
O 4.9272 -4.6509 1.3968
P 4.7573 -6.0706 0.6837
O 5.9175 -6.9228 0.5181
O 4.0225 -5.6867 -0.7096
C 3.9555 -4.3366 -1.1857
C 5.1073 -4.1719 -2.1800
O 3.5543 -6.7364 1.5195
C 3.2945 -8.1312 1.3784
C 3.8954 -8.8108 2.6086
H 4.6662 -2.7996 3.7767
H 6.2058 -3.1292 4.1593
H 5.8497 -2.5577 2.4919
H 6.1298 -5.2284 3.0598
H 4.3166 -5.0179 3.2647
H 3.0781 -4.0161 -1.7575
H 4.0018 -3.6497 -0.3432
H 6.0438 -3.9842 -1.6548
H 5.2087 -4.9744 -2.9116
H 4.8682 -3.3639 -2.8845
H 2.2102 -8.2687 1.4331
H 3.5490 -8.5934 0.4251
H 4.9683 -8.6081 2.5320
H 3.6038 -8.2855 3.5189
H 3.7320 -9.8766 2.7520
C -4.9445 1.3178 0.7379
C -4.9139 1.8922 2.1497
O -3.8161 1.2734 2.8448
P -3.9119 0.2053 4.0403
O -2.9220 0.4018 5.0977
O -5.4171 0.3117 4.5819
C -6.1123 -0.7206 5.3008
C -7.5813 -0.7293 4.9870
O -3.8188 -1.2347 3.3518
C -2.6061 -1.5768 2.6554
C -1.4357 -1.8904 3.5987
H -3.9596 1.3298 0.2678
H -5.3175 0.3000 0.5844
H -5.6679 1.8512 0.1122
H -4.6756 2.9468 2.0285
H -5.8709 1.7329 2.6394
H -5.6733 -1.7174 5.3478
H -5.9975 -0.3680 6.3313
H -7.7729 -1.1432 3.9971
H -8.1860 -1.2433 5.7344
H -7.9683 0.2900 5.0586
H -2.7782 -2.5263 2.1541
H -2.4095 -0.7689 1.9490
H -0.4842 -1.4079 3.3812
H -1.6487 -1.6842 4.6472
H -1.3026 -2.9746 3.5798
C 1.8404 7.6277 2.8680
C 0.8260 6.8990 3.7108
O 1.5683 5.9401 4.5349
P 0.9681 4.4593 4.6109
O 0.3734 4.0372 3.3426
O 2.1604 3.4966 5.2003
C 1.8663 2.0989 5.0996
C 2.4821 1.3747 6.2905
O -0.0944 4.6004 5.8047
C -1.2407 3.7556 5.7863
C -1.4122 3.2702 7.2791
H 2.4764 8.3304 3.4129
H 2.4255 6.8105 2.4465
H 1.4212 8.3487 2.1633
H 0.4485 7.5286 4.5163
H 0.0884 6.4573 3.0466
H 0.8209 1.8025 4.9854
H 2.3239 1.7920 4.1532
H 3.0777 0.5032 6.0328
H 3.0377 2.0783 6.9121
H 1.7086 1.0732 7.0031
H -2.2267 4.1384 5.5198
H -1.1350 2.8712 5.1575
H -2.3192 2.6653 7.3183
H -0.5763 2.6570 7.6013
H -1.5741 4.2179 7.7876
C 3.2464 1.3487 -3.5005
C 4.4640 1.9740 -2.8590
O 4.0653 3.2706 -2.3780
P 4.9247 3.9884 -1.1886
O 5.4858 3.0701 -0.1878
O 5.9405 4.8470 -2.0513
C 5.5677 5.8886 -2.9322
C 5.9558 5.5600 -4.3664
O 3.7983 5.0240 -0.6959
C 3.0502 4.6698 0.4929
C 2.3912 3.2888 0.3545
H 3.4562 0.2781 -3.6129
H 2.3049 1.4301 -2.9667
H 3.1843 1.6803 -4.5394
H 4.7586 1.4234 -1.9599
H 5.3183 1.9750 -3.5395
H 4.5748 6.2813 -2.6858
H 6.0480 6.8377 -2.6515
H 6.1582 6.4611 -4.9476
H 6.8130 4.9024 -4.4988
H 5.1412 5.0715 -4.9087
H 3.7971 4.7362 1.2818
H 2.2541 5.3990 0.6194
H 3.1934 2.5659 0.1987
H 1.7558 2.9362 1.1673
H 1.6929 3.2243 -0.4828
C -9.4906 5.7013 -2.6198
C -9.0539 7.0163 -1.9116
O -7.6841 7.3101 -2.3018
P -6.8311 8.1894 -1.2396
O -5.5696 8.7089 -1.7947
O -6.7168 7.1404 -0.0460
C -5.7753 6.0710 -0.0886
C -4.5300 6.2786 0.8086
O -7.8293 9.3985 -0.9509
C -7.5170 10.3257 0.1128
C -7.6033 11.7711 -0.4080
H -8.9033 5.4854 -3.5119
H -9.1473 4.9353 -1.9186
H -10.5515 5.5494 -2.7951
H -9.6712 7.7960 -2.3511
H -8.9828 6.7873 -0.8524
H -6.2977 5.2325 0.3834
H -5.5685 5.6690 -1.0797
H -4.7771 6.1698 1.8593
H -3.8570 5.4697 0.5146
H -4.0705 7.2150 0.4968
H -8.4343 10.3897 0.7095
H -6.7260 9.8993 0.7224
H -8.6001 12.2065 -0.3820
H -6.9828 12.4509 0.1809
H -7.2370 11.8538 -1.4329
C 10.7825 -1.0174 -2.5413
C 9.2680 -1.2233 -2.3830
O 8.7725 -0.7321 -1.1402
P 8.5689 -1.6936 0.1099
O 9.7160 -2.0141 0.9549
O 7.4334 -0.8932 0.9017
C 6.4273 -0.1156 0.1957
C 5.2418 -1.0240 -0.0521
O 7.8867 -3.0181 -0.4772
C 8.3562 -4.3219 -0.1240
C 7.8033 -4.6776 1.2548
H 11.1395 -1.5731 -3.4098
H 10.9983 0.0365 -2.6955
H 11.2791 -1.4536 -1.6746
H 8.7784 -0.6213 -3.1519
H 8.9523 -2.2582 -2.5197
H 6.1750 0.6698 0.9048
H 6.7382 0.3870 -0.7163
H 4.5007 -0.4653 -0.6381
H 5.3614 -1.9937 -0.5312
H 4.7172 -1.1736 0.8961
H 7.9756 -5.0029 -0.8827
H 9.4438 -4.3459 -0.0663
H 6.7135 -4.7573 1.2863
H 8.2038 -5.5839 1.7090
H 7.9782 -3.8588 1.9568
C 2.0927 -2.6166 1.5985
C 2.0945 -1.3216 0.7608
O 0.7506 -0.8068 0.7161
P 0.1639 -0.2877 -0.6908
O 1.0627 -0.4381 -1.8305
O -1.2366 -1.0644 -0.6711
C -2.1595 -0.9095 -1.7544
C -1.8833 -1.9381 -2.8332
O -0.2216 1.2455 -0.4423
C -0.8975 1.7759 0.6856
C -1.6679 2.9927 0.1651
H 1.8099 -3.4895 1.0131
H 3.0943 -2.7753 1.9959
H 1.3910 -2.3960 2.4028
H 2.6233 -0.5273 1.2899
H 2.5534 -1.5289 -0.2042
H -3.1023 -1.2468 -1.3165
H -2.2812 0.1143 -2.1079
H -0.9747 -1.8908 -3.4299
H -1.9493 -2.9473 -2.4293
H -2.7034 -1.7583 -3.5382
H -1.5827 1.0694 1.1592
H -0.2117 2.1761 1.4356
H -1.0073 3.8034 -0.1301
H -2.1190 2.7125 -0.7974
H -2.5618 3.0941 0.7816
```

Computed properties:
**Charge**: 0
**Relative energy (zero: lowest compared OMol25 entry of this formula, charge and spin)**: 138.83 kcal per mole
**Frontier orbital gap**: 10.32 eV
**Lowest unoccupied orbital energy**: 0.002 Ha
**SMILES**: CCOP(=O)(OCC)OCC.CCOP(=O)(OCC)OCC.CCOP(=O)(OCC)OCC.CCOP(=O)(OCC)OCC.CCOP(=O)(OCC)OCC.CCOP(=O)(OCC)OCC.CCOP(=O)(OCC)OCC.CCOP(=O)(OCC)OCC.O=S1(=O)CCCC1.O=S1(=O)CCCC1

Mulliken population analysis, charges in e, atoms 1 to 99:
1. C -0.8295
2. C 0.0175
3. C -0.4902
4. S 1.1351
5. O -0.5478
6. O -0.7000
7. C -0.8460
8. H 0.4311
9. H 0.2793
10. H -0.1431
11. H 0.3540
12. H 0.2151
13. H 0.3362
14. H 0.4706
15. H 0.3509
16. C 0.0662
17. C -0.2144
18. C -0.9715
19. S 1.1186
20. O -0.6530
21. O -0.6551
22. C -1.0419
23. H 0.4015
24. H -0.0446
25. H 0.1384
26. H 0.1747
27. H 0.4525
28. H 0.3645
29. H 0.4039
30. H 0.5407
31. C 0.1678
32. C -0.5656
33. O -0.2404
34. P 0.5144
35. O -0.2294
36. O -0.3542
37. C 0.8776
38. C -1.4307
39. O -0.2681
40. C -0.0646
41. C -1.4021
42. H 0.0588
43. H 0.2861
44. H -0.4331
45. H 0.3782
46. H 0.2689
47. H 0.2821
48. H -0.4683
49. H 0.3133
50. H 0.3937
51. H 0.3864
52. H 0.2562
53. H 0.2999
54. H 0.3237
55. H 0.3378
56. H 0.3912
57. C -1.0437
58. C -0.9303
59. O 0.6436
60. P 0.5592
61. O -0.8314
62. O -0.3992
63. C 0.9075
64. C -0.4779
65. O -0.0872
66. C -0.3145
67. C -1.1491
68. H 0.3202
69. H 0.3457
70. H 0.0767
71. H 0.6233
72. H 0.5446
73. H 0.0070
74. H -0.3429
75. H -0.6244
76. H 0.4128
77. H 0.3136
78. H 0.2200
79. H 0.4034
80. H 0.2390
81. H 0.2868
82. H 0.4267
83. C -0.7205
84. C -0.5637
85. O 0.1251
86. P 0.4052
87. O -0.6970
88. O -0.1888
89. C -0.2348
90. C -1.2501
91. O -0.3917
92. C 1.3951
93. C -1.0547
94. H -0.0236
95. H 0.4741
96. H 0.4734
97. H 0.1573
98. H 0.4117
99. H 0.3697